Molecular formula: C5H8N2
Method: DFT, ωB97M-V/def2-TZVPD

* energy above the lowest of the compared OMol25 structures with the same formula, charge and spin: 10.0 kcal/mol
* HOMO: -7.9 eV
* SMILES: Cc1cc(N)c[nH]1
* charge: 0

```
15
Properties=species:S:1:pos:R:3:forces:R:3
C -1.856 0.726 -1.375 -0.012 0.071 -0.006
C -0.714 0.238 -0.535 0.035 -0.074 0.024
C 0.237 0.854 0.244 0.008 0.003 0.008
C 1.071 -0.133 0.811 -0.138 -0.035 -0.095
N 2.116 0.322 1.659 0.235 -0.255 0.163
C 0.624 -1.361 0.374 0.136 0.057 0.102
N -0.457 -1.114 -0.441 -0.049 0.107 -0.029
H -2.814 0.302 -1.048 0.185 0.070 0.010
H -1.939 1.813 -1.315 0.052 -0.151 0.018
H -1.731 0.460 -2.433 0.050 0.050 0.185
H 0.505 1.863 0.529 -0.728 0.235 -0.544
H 3.052 0.168 1.320 -0.035 -0.211 0.107
H 2.014 0.088 2.635 0.119 -0.190 -0.076
H 0.954 -2.376 0.555 0.014 0.212 0.021
H -0.997 -1.821 -0.915 0.129 0.110 0.112
```
Positions in Å, forces in eV/Å.

These are the Mulliken partial charges, in e, on atoms 1 to 4: atom 1 (C): -1.228, atom 2 (C): 0.177, atom 3 (C): -0.364, atom 4 (C): 0.579



Molecular formula: C5H8N2
Method: DFT, ωB97M-V/def2-TZVPD

* energy above the lowest of the compared OMol25 structures with the same formula, charge and spin: 18.5 kcal/mol
* HOMO: -8.8 eV
* SMILES: Cc1cn(C)cn1
* charge: 0

```
15
Properties=species:S:1:pos:R:3:forces:R:3
C -2.023 -1.282 -0.530 -0.106 -0.003 -0.095
C -1.037 -0.231 -0.153 -0.116 0.004 -0.136
C -0.080 0.389 -0.885 -0.091 -0.294 0.058
N 0.728 1.112 0.014 0.087 -0.293 0.279
C 2.103 0.578 0.160 0.289 0.101 -0.180
C 0.095 0.924 1.231 -0.122 -0.036 0.211
N -0.932 0.143 1.191 0.044 0.288 0.050
H -1.765 -2.205 0.004 -0.071 0.156 -0.092
H -3.041 -1.012 -0.235 0.106 0.009 -0.082
H -1.993 -1.492 -1.601 -0.062 0.053 0.079
H 0.096 0.402 -1.955 0.151 -0.178 0.304
H 2.735 0.876 -0.674 -0.012 -0.018 -0.023
H 2.545 0.928 1.097 -0.042 0.190 -0.239
H 2.046 -0.519 0.223 0.121 0.236 -0.109
H 0.524 1.388 2.114 -0.175 -0.215 -0.025
```
Positions in Å, forces in eV/Å.

These are the Mulliken partial charges, in e, on atoms 1 to 4: atom 1 (C): -1.035, atom 2 (C): 0.852, atom 3 (C): -0.730, atom 4 (N): -0.070